1.
Below is a single C17H17NO4 molecule, with properties calculated with ωB97M-V/def2-TZVPD.

```
39
Properties=species:S:1:pos:R:3:forces:R:3:lowdin_charge:R:1
C 3.4216 -2.3928 1.6584 0.0404 0.2764 -0.3334 -0.06
C 4.0136 -1.8089 0.3784 0.0863 -0.4197 0.2128 -0.24
O 3.5337 -0.5102 0.0975 -0.2291 0.3071 -0.0821 -0.03
C 2.2836 -0.3457 -0.4057 0.0181 0.1078 0.0069 -0.19
C 1.4224 -1.3544 -0.7989 0.3444 0.0012 0.1121 0.00
C 0.1686 -1.0621 -1.3213 -0.1811 0.2499 -0.1224 -0.02
C -0.2340 0.2488 -1.4625 -0.1674 -0.1071 0.0339 -0.16
C -1.6046 0.6415 -1.9998 0.4262 -0.1940 -0.2345 -0.26
N -2.4595 -0.4907 -2.2442 0.0091 0.1991 -0.3077 0.14
C -3.0632 -1.1635 -1.2222 -0.0086 0.0896 -0.1864 -0.45
O -3.6088 -2.2344 -1.3851 -0.0587 -0.2671 0.1092 0.08
C -3.0574 -0.4045 0.0489 0.0396 0.2254 0.0436 -0.06
C -3.5198 -0.9806 1.2264 0.0497 0.0675 -0.0623 0.00
C -3.6199 -0.2261 2.3786 -0.0520 -0.1390 0.0460 -0.08
C -3.2799 1.1189 2.3523 0.0420 0.0411 -0.1045 -0.07
C -2.8154 1.7067 1.1900 0.0513 0.0585 -0.1711 0.01
C -2.6868 0.9434 0.0368 -0.0679 -0.2266 0.2362 -0.20
O -2.2289 1.5409 -1.1026 -0.2680 0.1997 0.1859 0.03
C 0.6225 1.2778 -1.0725 0.2014 0.0321 0.0427 0.04
C 1.8679 1.0014 -0.5439 0.0798 0.0040 0.0278 -0.19
O 2.7651 1.9351 -0.1301 0.0018 -0.4098 -0.0165 -0.06
C 2.4087 3.2916 -0.2266 -0.0654 0.2062 -0.0193 -0.08
H 3.6290 -1.7288 2.4935 0.0216 0.0306 0.0945 0.08
H 2.3440 -2.5087 1.5724 -0.0796 -0.0562 0.0404 0.07
H 3.8670 -3.3634 1.8586 0.0299 -0.1213 0.0390 0.08
H 3.8433 -2.4798 -0.4729 0.0555 0.0992 0.0329 0.12
H 5.0923 -1.6745 0.4985 -0.1435 -0.0723 -0.0885 0.12
H 1.7083 -2.3895 -0.7068 0.0967 -0.0840 0.0637 0.11
H -0.4795 -1.8756 -1.6076 -0.0732 -0.0616 -0.0308 0.12
H -1.4914 1.2082 -2.9343 -0.0759 -0.1828 0.2251 0.17
H -2.4343 -0.9367 -3.1479 -0.0743 -0.0330 0.0823 0.16
H -3.8044 -2.0216 1.2048 -0.0392 -0.0866 -0.0169 0.12
H -3.9742 -0.6765 3.2930 -0.0308 -0.0425 0.0690 0.10
H -3.3719 1.7154 3.2477 -0.0005 0.0571 0.0676 0.11
H -2.5475 2.7509 1.1572 0.0541 0.1173 -0.0035 0.12
H 0.2788 2.2940 -1.1817 0.0443 0.1580 0.0427 0.12
H 3.2590 3.8462 0.1671 -0.0868 0.0061 -0.0390 0.09
H 1.5200 3.5185 0.3716 0.0199 -0.0139 -0.0321 0.10
H 2.2323 3.5898 -1.2654 -0.0102 -0.0164 0.0366 0.10
```
Forces are in eV/Å.

- LUMO level (eV) = 0.647
- Kohn-Sham gap (eV) = 8.87
- energy above the lowest of the compared OMol25 structures with the same formula, charge and spin (kJ/mol) = 108.52
- F_max (eV Å⁻¹) = 0.52
- highest occupied orbital energy (eV) = -8.2
- calculated total energy (eV) = -27584.888



2.
Below is a gas-phase ion, C10H16NOS (charge +1), with properties calculated with ωB97M-V/def2-TZVPD.

```
29
Properties=species:S:1:pos:R:3:forces:R:3:lowdin_charge:R:1
C -0.7871 -0.5746 -1.7288 -2.4595 0.1759 1.8969 -0.01
C -0.1215 -0.8686 -0.3464 -2.2832 2.3835 1.2108 -0.45
O 0.2689 -2.1821 -0.3381 -0.0051 -1.5630 -0.8866 0.02
C -1.3108 -0.6197 0.7289 3.0486 -0.7006 -2.0589 -0.26
C -1.1269 0.0491 1.9607 -2.9933 -0.2110 -0.7409 -0.12
C -2.3679 0.0799 2.5350 0.2757 0.0497 3.1898 -0.45
S -3.5915 -0.8142 1.8342 0.3136 -0.1929 -1.1915 1.06
C -2.5387 -1.1537 0.5088 -0.7576 -0.2343 0.2209 -0.36
C 1.1403 0.0185 0.0286 -1.9103 0.8099 -1.1851 -0.38
C 0.9267 1.5138 0.3331 1.3531 -0.1048 -2.6734 0.00
N 0.5828 2.1794 -1.1199 -0.7502 1.3641 1.5242 0.18
C 2.3478 -0.3163 -0.8558 -0.4586 -1.3170 2.5261 -0.01
C 2.2525 -0.6500 0.6732 -0.6144 -1.4305 -1.4469 -0.04
H -0.0767 -0.4745 -2.4902 0.9171 -0.5428 -1.4885 0.06
H -1.4134 0.3659 -1.7294 0.5217 -0.7705 0.1620 0.10
H -1.6274 -1.3783 -1.8339 1.8693 1.3120 -0.4991 0.12
H -0.2795 -2.6467 -1.0131 0.7450 0.1956 0.9053 0.14
H -0.3505 0.6329 2.3586 1.1211 0.0439 0.3621 0.09
H -2.5545 0.3334 3.5828 0.0769 0.5155 -0.4615 0.08
H -2.8892 -1.7348 -0.3426 0.1148 0.2107 0.3866 0.08
H 1.8255 2.0057 0.7363 -0.0356 -0.3216 -0.5571 0.14
H 0.1184 1.9220 0.8960 -0.8244 -0.5059 0.3928 0.10
H 0.5424 3.2552 -0.9726 -0.3761 -2.3356 -0.6965 0.20
H -0.3314 1.7154 -1.3353 0.4802 1.1247 0.1839 0.12
H 1.1352 1.9697 -1.9563 0.6722 -0.1150 0.6475 0.15
H 3.1199 0.3684 -1.1320 0.1255 0.4323 -0.1997 0.10
H 2.2097 -1.2414 -1.3950 0.0983 0.2743 -0.5189 0.11
H 2.0977 -1.6366 1.0733 -0.0275 -0.4556 -0.6171 0.12
H 2.7993 -0.1179 1.3399 1.7626 1.9090 1.6129 0.08
```
Forces are in eV/Å.

- LUMO level (eV) = -3.422
- Kohn-Sham gap (eV) = 8.58
- energy above the lowest of the compared OMol25 structures with the same formula, charge and spin (kJ/mol) = 99.73
- F_max (eV Å⁻¹) = 3.74
- highest occupied orbital energy (eV) = -12.0
- charge = +1
- calculated total energy (eV) = -24993.174